{"formula": "H30O15", "method": "ωB97M-V/def2-TZVPD", "e_above_lowest_ev": 1.4178, "energy_ev": -31200.248, "homo_energy_ev": -9.69, "species": ["O", "H", "H", "O", "H", "H", "O", "H", "H", "O", "H", "H", "O", "H", "H", "O", "H", "H", "O", "H", "H", "O", "H", "H", "O", "H", "H", "O", "H", "H", "O", "H", "H", "O", "H", "H", "O", "H", "H", "O", "H", "H", "O", "H", "H"], "xyz": [[-6.6616, -4.5141, -23.2318], [-5.8494, -5.0254, -23.3339], [-6.6854, -4.1868, -22.2997], [-12.7039, -3.4142, -23.4373], [-12.0591, -2.7385, -23.3989], [-12.6016, -3.9493, -22.6519], [-10.3698, -5.2141, -22.4762], [-11.0264, -5.4742, -21.8317], [-9.5931, -5.7352, -22.2834], [-7.3287, -0.6028, -25.6119], [-7.1435, -1.0169, -24.7809], [-6.7223, 0.1400, -25.6073], [-11.4285, -2.3692, -21.1173], [-11.3152, -3.0122, -20.4408], [-12.2774, -1.9593, -20.9543], [-8.6657, -3.3240, -25.8903], [-8.9782, -2.4540, -26.1642], [-7.6991, -3.3575, -26.0809], [-11.7071, -1.0267, -24.0810], [-12.0774, -0.5780, -24.8043], [-10.7628, -0.8097, -24.0360], [-9.2035, -2.9153, -23.2371], [-9.0078, -3.0789, -24.1368], [-9.8519, -3.5812, -23.0438], [-9.2137, 0.0114, -23.7921], [-9.1310, 0.9631, -23.8479], [-8.6527, -0.2718, -24.4945], [-6.1135, -3.4003, -25.7188], [-6.2251, -3.6237, -24.7622], [-5.6907, -4.1471, -26.1489], [-7.8689, -3.7472, -20.9034], [-7.8967, -4.6403, -20.6106], [-8.5016, -3.5888, -21.6572], [-7.8571, -6.2127, -25.9902], [-8.3761, -5.6181, -25.4339], [-7.6790, -6.9041, -25.3888], [-9.3688, -0.6528, -21.0797], [-10.1006, -1.2854, -21.0862], [-9.1757, -0.5977, -22.0218], [-6.7256, -1.3422, -23.1315], [-5.8572, -1.7614, -23.0827], [-7.4128, -1.9967, -22.9965], [-10.3348, -5.7539, -25.1148], [-10.3646, -5.6048, -24.1674], [-10.7229, -4.9427, -25.4889]]}